Density functional theory data (ωB97M-V/def2-TZVPD) for the molecule C19H26N2O3S.

Last column: Löwdin charge in e.
Positions of all 51 atoms, in Å:
C: 2.704 3.523 0.643  -0.0384
C: 2.898 2.012 0.498  -0.4353
C: 3.153 1.627 -0.956  -0.0321
O: 1.737 1.294 0.909  -0.1509
C: 1.537 1.140 2.291  -0.2029
C: 2.514 0.172 2.987  -0.1418
C: 2.792 -1.091 2.164  -0.1643
N: 1.581 -1.668 1.630  0.0846
C: 1.369 -1.755 0.301  -0.4259
O: 2.236 -1.601 -0.530  0.0703
C: -0.121 -1.985 -0.005  -0.1753
N: -0.728 -0.690 0.155  -0.0188
C: -1.764 -0.350 0.975  -0.4026
O: -2.090 -0.969 1.968  0.0820
C: -2.323 0.890 0.393  -0.0744
C: -3.375 1.678 0.824  0.0021
C: -3.725 2.774 0.052  -0.0744
C: -3.036 3.070 -1.117  -0.0690
C: -1.976 2.284 -1.547  -0.0155
C: -1.628 1.190 -0.783  -0.1505
C: -0.541 0.187 -0.957  -0.4373
S: -0.612 -0.910 -2.444  1.0051
C: -0.506 -2.461 -1.424  -0.6923
C: -1.902 -3.078 -1.382  -0.0913
C: 0.493 -3.420 -2.048  -0.0912
H: 3.571 4.043 0.246  0.0811
H: 2.580 3.808 1.685  0.0685
H: 1.820 3.834 0.091  0.0848
H: 3.758 1.700 1.108  0.1383
H: 4.115 2.010 -1.283  0.0830
H: 3.144 0.545 -1.058  0.0646
H: 2.375 2.042 -1.593  0.0810
H: 0.517 0.755 2.373  0.1154
H: 1.570 2.109 2.809  0.1189
H: 3.466 0.667 3.184  0.1062
H: 2.074 -0.097 3.949  0.1134
H: 3.312 -1.826 2.789  0.1210
H: 3.421 -0.858 1.301  0.1175
H: 0.792 -1.729 2.256  0.1446
H: -0.548 -2.665 0.741  0.1643
H: -3.901 1.434 1.734  0.1203
H: -4.544 3.407 0.361  0.1029
H: -3.332 3.927 -1.704  0.1042
H: -1.445 2.512 -2.459  0.1168
H: 0.456 0.639 -0.946  0.1020
H: -2.258 -3.260 -2.394  0.0789
H: -1.882 -4.025 -0.845  0.0881
H: -2.606 -2.412 -0.887  0.0821
H: 0.141 -3.730 -3.029  0.0820
H: 1.462 -2.942 -2.158  0.0670
H: 0.604 -4.301 -1.419  0.0937

Values from the calculation:
* SMILES: CC(C)OCCCNC(=O)[C@H]1N2C(=O)c3ccccc3[C@@H]2SC1(C)C
* LUMO: 0.6 eV
* HOMO level: -8.6 eV
* M: 362.5 g/mol
* HOMO-LUMO gap: 0.33866 Eh
* energy relative to the best compared isomer or geometry (same formula, charge and spin): 0.8 kcal/mol

***

Density functional theory data (ωB97M-V/def2-TZVPD) for a cluster of 2 separate species, C16H17N in total.

Last column: Löwdin charge in e.
Positions of all 34 atoms, in Å:
C: 2.246 -0.599 1.691  -0.0829
C: 1.493 -1.659 2.341  -0.2699
C: 1.303 -1.640 3.754  -0.0289
N: 0.479 -2.738 4.159  0.0835
C: 0.225 -3.466 2.907  -0.1412
C: -0.579 -4.629 2.635  -0.0236
C: -0.549 -5.019 1.307  -0.1263
C: 0.321 -4.565 0.347  -0.1259
C: 0.932 -3.352 0.460  -0.0095
C: 0.897 -2.814 1.796  -0.1443
H: 1.890 0.422 1.820  0.0759
H: 2.113 -0.734 0.623  0.0579
H: 3.335 -0.372 1.809  0.0942
H: 1.611 -0.770 4.405  0.1302
H: 0.277 -3.213 4.954  0.0865
H: -1.226 -5.059 3.414  0.1089
H: -1.238 -5.858 1.148  0.1058
H: 0.507 -5.095 -0.532  0.0840
H: 1.451 -2.667 -0.272  0.1255
C: -0.611 1.615 -3.523  -0.0739
C: -1.012 3.023 -3.097  -0.2522
C: -1.794 3.021 -1.891  -0.0490
C: -2.129 4.239 -1.265  -0.1030
C: -1.537 5.359 -1.733  -0.1494
C: -0.642 5.328 -2.779  -0.1243
C: -0.393 4.216 -3.562  -0.0419
H: -0.628 0.861 -2.637  0.0968
H: 0.582 1.560 -3.451  0.1157
H: -0.891 1.181 -4.395  0.0179
H: -2.309 2.041 -1.670  0.1195
H: -2.925 4.367 -0.532  0.1054
H: -1.554 6.341 -1.196  0.1158
H: -0.076 6.320 -2.813  0.1252
H: 0.430 4.355 -4.222  0.0975

Values from the calculation:
* SMILES: Cc1c[nH]c2ccccc12.Cc1ccccc1
* LUMO: 0.7 eV
* HOMO level: -7.6 eV
* M: 223.3 g/mol
* HOMO-LUMO gap: 0.30546 Eh
* energy relative to the best compared isomer or geometry (same formula, charge and spin): 79.5 kcal/mol

***

Density functional theory data (ωB97M-V/def2-TZVPD) for a cluster of 2 separate species, C17H29Cl2N3O2 in total.

Last column: Löwdin charge in e.
Positions of all 53 atoms, in Å:
C: -1.509 2.322 1.672  -0.1261
C: -2.516 1.923 0.569  -0.2292
C: -3.007 0.473 0.695  -0.1928
C: -2.110 -0.499 -0.067  -0.2000
N: -2.178 -0.316 -1.519  0.0326
C: -0.937 -0.421 -2.237  -0.2904
O: -0.091 -1.512 -1.808  0.0019
C: -0.624 -2.745 -2.024  -0.4876
O: -1.214 -3.001 -3.028  0.1377
C: -0.389 -3.728 -0.914  -0.0778
C: 1.078 -3.748 -0.437  -0.1862
C: 1.392 -2.726 0.641  -0.2052
C: 2.828 -2.771 1.194  -0.1926
C: 3.948 -2.919 0.167  -0.2944
N: 4.447 -1.612 -0.270  -0.0008
C: -0.142 0.854 -2.060  -0.1415
C: -0.617 2.032 -2.635  -0.0263
C: 0.095 3.205 -2.430  -0.0545
C: 1.255 3.152 -1.657  -0.1531
N: 1.748 2.040 -1.119  0.0753
C: 1.043 0.921 -1.332  -0.0861
H: -0.504 2.295 1.252  0.0638
H: -1.556 1.649 2.523  0.0518
H: -1.712 3.336 1.993  -0.0084
H: -3.360 2.609 0.584  0.1007
H: -2.020 2.023 -0.393  0.0725
H: -4.045 0.369 0.388  0.1059
H: -2.936 0.192 1.746  0.1017
H: -2.468 -1.503 0.172  0.1114
H: -1.096 -0.394 0.310  0.1204
H: -2.888 -0.900 -1.935  0.1247
H: -1.181 -0.559 -3.287  0.1561
H: -1.017 -3.404 -0.085  0.1156
H: -0.716 -4.693 -1.281  0.1221
H: 1.267 -4.730 -0.003  0.1211
H: 1.717 -3.657 -1.313  0.1083
H: 1.169 -1.707 0.341  0.0789
H: 0.727 -2.942 1.480  0.1144
H: 3.009 -1.815 1.684  0.1073
H: 2.948 -3.532 1.963  0.1041
H: 4.787 -3.406 0.663  0.1048
H: 3.682 -3.568 -0.670  0.0908
H: 3.729 -1.075 -0.739  0.0525
H: 5.248 -1.721 -0.874  0.0606
H: -1.534 2.042 -3.208  0.1222
H: -0.235 4.151 -2.830  0.1003
H: 1.801 4.070 -1.479  0.1012
H: 1.432 0.010 -0.902  0.0898
Cl: -1.151 6.140 3.119  0.5093
C: -1.283 5.226 4.627  -1.0031
Cl: -2.311 3.799 4.450  0.5486
H: -0.292 4.902 4.922  0.0261
H: -1.712 5.870 5.384  0.0217

Values from the calculation:
* SMILES: CCCCN[C@H](OC(=O)CCCCCN)c1cccnc1.ClCCl
* LUMO: 0.7 eV
* HOMO level: -9.1 eV
* M: 378.3 g/mol
* HOMO-LUMO gap: 0.36021 Eh

***

Density functional theory data (ωB97M-V/def2-TZVPD) for a cluster of 2 separate species, C4H8ClN2O2 in total.

Last column: Löwdin charge in e.
Positions of all 17 atoms, in Å:
C: -0.233 0.293 0.057  0.0111
C: 1.739 -1.501 -0.976  -0.1277
C: -2.221 1.603 0.239  0.0108
C: 2.073 -0.277 -0.344  -0.4406
N: -0.827 1.372 -0.142  0.0789
N: -0.736 -0.711 0.918  -0.3905
O: -0.664 -1.881 0.585  0.1048
O: -0.904 -0.306 2.046  0.1241
Cl: 2.649 -0.295 1.276  0.7971
H: 2.434 -2.339 -0.881  0.1348
H: 0.918 -2.022 -0.499  0.0726
H: 1.456 -1.236 -1.944  0.0907
H: -2.434 2.651 0.030  0.1095
H: -2.453 1.190 1.313  0.1400
H: -2.837 0.861 -0.249  0.1009
H: 2.359 0.542 -0.847  0.0460
H: -0.319 2.058 -0.584  0.1375

Values from the calculation:
* LUMO: -5.7 eV
* HOMO level: -14.8 eV
* charge: +1
* M: 151.6 g/mol
* HOMO-LUMO gap: 0.33472 Eh
* energy relative to the best compared isomer or geometry (same formula, charge and spin): 135.9 kcal/mol

***

- The highest HOMO level belongs to which entry?
  C16H17N

***

Please write out number 3 again, unchanged.
Density functional theory data (ωB97M-V/def2-TZVPD) for a cluster of 2 separate species, C17H29Cl2N3O2 in total.

Last column: Löwdin charge in e.
Positions of all 53 atoms, in Å:
C: -1.509 2.322 1.672  -0.1261
C: -2.516 1.923 0.569  -0.2292
C: -3.007 0.473 0.695  -0.1928
C: -2.110 -0.499 -0.067  -0.2000
N: -2.178 -0.316 -1.519  0.0326
C: -0.937 -0.421 -2.237  -0.2904
O: -0.091 -1.512 -1.808  0.0019
C: -0.624 -2.745 -2.024  -0.4876
O: -1.214 -3.001 -3.028  0.1377
C: -0.389 -3.728 -0.914  -0.0778
C: 1.078 -3.748 -0.437  -0.1862
C: 1.392 -2.726 0.641  -0.2052
C: 2.828 -2.771 1.194  -0.1926
C: 3.948 -2.919 0.167  -0.2944
N: 4.447 -1.612 -0.270  -0.0008
C: -0.142 0.854 -2.060  -0.1415
C: -0.617 2.032 -2.635  -0.0263
C: 0.095 3.205 -2.430  -0.0545
C: 1.255 3.152 -1.657  -0.1531
N: 1.748 2.040 -1.119  0.0753
C: 1.043 0.921 -1.332  -0.0861
H: -0.504 2.295 1.252  0.0638
H: -1.556 1.649 2.523  0.0518
H: -1.712 3.336 1.993  -0.0084
H: -3.360 2.609 0.584  0.1007
H: -2.020 2.023 -0.393  0.0725
H: -4.045 0.369 0.388  0.1059
H: -2.936 0.192 1.746  0.1017
H: -2.468 -1.503 0.172  0.1114
H: -1.096 -0.394 0.310  0.1204
H: -2.888 -0.900 -1.935  0.1247
H: -1.181 -0.559 -3.287  0.1561
H: -1.017 -3.404 -0.085  0.1156
H: -0.716 -4.693 -1.281  0.1221
H: 1.267 -4.730 -0.003  0.1211
H: 1.717 -3.657 -1.313  0.1083
H: 1.169 -1.707 0.341  0.0789
H: 0.727 -2.942 1.480  0.1144
H: 3.009 -1.815 1.684  0.1073
H: 2.948 -3.532 1.963  0.1041
H: 4.787 -3.406 0.663  0.1048
H: 3.682 -3.568 -0.670  0.0908
H: 3.729 -1.075 -0.739  0.0525
H: 5.248 -1.721 -0.874  0.0606
H: -1.534 2.042 -3.208  0.1222
H: -0.235 4.151 -2.830  0.1003
H: 1.801 4.070 -1.479  0.1012
H: 1.432 0.010 -0.902  0.0898
Cl: -1.151 6.140 3.119  0.5093
C: -1.283 5.226 4.627  -1.0031
Cl: -2.311 3.799 4.450  0.5486
H: -0.292 4.902 4.922  0.0261
H: -1.712 5.870 5.384  0.0217

Values from the calculation:
* SMILES: CCCCN[C@H](OC(=O)CCCCCN)c1cccnc1.ClCCl
* LUMO: 0.7 eV
* HOMO level: -9.1 eV
* M: 378.3 g/mol
* HOMO-LUMO gap: 0.36021 Eh

***

- LUMO of number 4 (C4H8ClN2O2)?
  -5.7 eV

***

Repeat the second record exactly.
Density functional theory data (ωB97M-V/def2-TZVPD) for a cluster of 2 separate species, C16H17N in total.

Last column: Löwdin charge in e.
Positions of all 34 atoms, in Å:
C: 2.246 -0.599 1.691  -0.0829
C: 1.493 -1.659 2.341  -0.2699
C: 1.303 -1.640 3.754  -0.0289
N: 0.479 -2.738 4.159  0.0835
C: 0.225 -3.466 2.907  -0.1412
C: -0.579 -4.629 2.635  -0.0236
C: -0.549 -5.019 1.307  -0.1263
C: 0.321 -4.565 0.347  -0.1259
C: 0.932 -3.352 0.460  -0.0095
C: 0.897 -2.814 1.796  -0.1443
H: 1.890 0.422 1.820  0.0759
H: 2.113 -0.734 0.623  0.0579
H: 3.335 -0.372 1.809  0.0942
H: 1.611 -0.770 4.405  0.1302
H: 0.277 -3.213 4.954  0.0865
H: -1.226 -5.059 3.414  0.1089
H: -1.238 -5.858 1.148  0.1058
H: 0.507 -5.095 -0.532  0.0840
H: 1.451 -2.667 -0.272  0.1255
C: -0.611 1.615 -3.523  -0.0739
C: -1.012 3.023 -3.097  -0.2522
C: -1.794 3.021 -1.891  -0.0490
C: -2.129 4.239 -1.265  -0.1030
C: -1.537 5.359 -1.733  -0.1494
C: -0.642 5.328 -2.779  -0.1243
C: -0.393 4.216 -3.562  -0.0419
H: -0.628 0.861 -2.637  0.0968
H: 0.582 1.560 -3.451  0.1157
H: -0.891 1.181 -4.395  0.0179
H: -2.309 2.041 -1.670  0.1195
H: -2.925 4.367 -0.532  0.1054
H: -1.554 6.341 -1.196  0.1158
H: -0.076 6.320 -2.813  0.1252
H: 0.430 4.355 -4.222  0.0975

Values from the calculation:
* SMILES: Cc1c[nH]c2ccccc12.Cc1ccccc1
* LUMO: 0.7 eV
* HOMO level: -7.6 eV
* M: 223.3 g/mol
* HOMO-LUMO gap: 0.30546 Eh
* energy relative to the best compared isomer or geometry (same formula, charge and spin): 79.5 kcal/mol